Record 1
Here is a structure of composition C3H4O3Rb in a non-equilibrium geometry from the Open Molecules 2025 dataset. Energies are from the ωB97M-V functional and the def2-TZVPD basis.

Results
Net charge: -1
E_LUMO: 1.748 eV
ΔE to the lowest compared entry with this formula, charge and spin: 34.1 kcal per mole
Energy: -9971.77105 eV
Orbital gap: 4.24 eV

Geometry (Å):
C  0.1424  -1.1917  -1.6999
O  0.2879  -2.4077  -1.5683
O  0.4764  0.0018  1.7621
O  -0.7067  -0.7121  -0.6330
C  0.4244  0.8852  0.7976
C  -0.6197  0.6517  -0.2901
H  1.4071  1.0765  0.2995
H  -0.3647  1.2566  -1.1802
H  -1.6064  0.9791  0.0774
Rb  0.2068  -2.8063  1.2591
H  0.3526  2.2669  1.1757



Record 2
Here is a cluster of 2 separate species, C3H4O3S in total in a non-equilibrium geometry from the Open Molecules 2025 dataset. Energies are from the ωB97M-V functional and the def2-TZVPD basis.

Results
E_LUMO: -0.831 eV
ΔE to the lowest compared entry with this formula, charge and spin: 75.8 kcal per mole
Energy: -20151.08863 eV
Orbital gap: 8.65 eV

Geometry (Å):
C  -0.2916  -1.1653  -0.5155
C  0.7268  -0.8023  0.1362
C  1.3880  0.5100  0.1191
O  -2.1716  0.1623  1.3023
O  -1.8102  1.3969  -0.7652
O  -1.3126  -1.5330  -0.9753
S  -2.5999  0.3627  -0.0301
H  1.4069  -1.7153  0.4834
H  0.6077  1.2560  -0.2031
H  2.3275  0.6388  -0.6842
H  1.7291  0.8892  1.1325



Record 3
Here is an isolated molecule of C3H4O3S in a non-equilibrium geometry from the Open Molecules 2025 dataset. Energies are from the ωB97M-V functional and the def2-TZVPD basis.

Results
E_LUMO: -0.852 eV
SMILES string: O=C(S)C(=O)CO
ΔE to the lowest compared entry with this formula, charge and spin: 40.3 kcal per mole
Energy: -20152.62796 eV
Orbital gap: 9.18 eV

Geometry (Å):
O  -0.7476  -1.5465  0.2530
C  -1.0511  -0.4002  0.0042
S  -2.7186  0.1438  -0.2596
C  -0.0241  0.8160  -0.0630
O  -0.4765  1.9437  -0.0574
C  1.4206  0.4785  0.1519
O  1.9551  -0.6189  -0.5870
H  -3.2657  -1.0553  -0.0522
H  1.5804  0.2390  1.2503
H  2.0351  1.3595  -0.0491
H  1.2923  -1.3596  -0.5912